<A>
DFT (the ωB97M-V functional and the def2-TZVPD basis) results for an isolated molecule of C12H11NO.

Last column: Löwdin charge in e.
Atoms and positions in Å:
C 0.85 -1.41 1.50  0.0320
C 1.80 -1.44 0.57  -0.1890
C 2.81 -0.49 0.15  -0.0711
C 2.52 0.69 -0.41  -0.0446
C 1.25 1.07 -1.05  -0.2561
N 0.41 -0.06 -1.54  0.0554
C -0.82 -0.02 -0.84  -0.2321
C -1.83 -0.94 -1.06  0.0069
C -2.89 -0.78 -0.09  -0.0744
C -2.96 0.30 0.75  -0.1459
C -2.05 1.31 0.83  -0.0041
C -0.89 1.10 0.05  -0.0807
C 0.43 1.79 -0.03  -0.2903
O 0.71 2.77 0.68  0.0642
H 0.18 -2.26 1.65  0.0664
H 0.75 -0.69 2.31  0.0748
H 1.83 -2.22 -0.07  0.0667
H 3.79 -0.74 0.37  0.0833
H 3.17 1.49 -0.66  0.1062
H 1.48 1.69 -1.94  0.1708
H 0.94 -0.74 -2.21  0.2072
H -1.88 -1.60 -1.90  0.1010
H -3.78 -1.40 -0.01  0.1039
H -3.80 0.39 1.49  0.1224
H -2.05 2.20 1.47  0.1270

Computed properties:
- SMILES string = C=C/C=C\[C@H]1Nc2ccccc2C1=O
- 2S+1 = 1
- gap between HOMO and LUMO (eV) = 8.18
- HOMO energy (eV) = -8.1
- net charge = 0
- lowest unoccupied orbital energy (eV) = 0.095

=====

<B>
DFT (the ωB97M-V functional and the def2-TZVPD basis) results for an isolated molecule of C12H11NO.

Last column: Löwdin charge in e.
Atoms and positions in Å:
C 4.78 -0.60 -0.10  -0.0763
C 3.29 -0.37 -0.15  -0.3028
C 2.28 -1.02 -0.86  -0.0156
C 0.94 -0.50 -0.84  0.0266
C 0.64 0.63 -0.02  -0.2778
O -0.52 1.28 -0.07  -0.0079
C -1.68 0.52 0.13  -0.2210
C -2.75 1.00 -0.66  -0.0155
C -3.92 0.23 -0.69  -0.1133
C -3.98 -0.85 0.07  -0.1458
C -2.95 -1.29 0.86  -0.1066
C -1.70 -0.68 0.93  0.0069
C 1.72 1.24 0.74  -0.0488
N 2.93 0.68 0.74  0.0717
H 5.31 0.44 -0.06  0.1075
H 5.21 -1.12 -0.95  0.0565
H 5.03 -1.36 0.71  0.0956
H 2.38 -1.93 -1.37  0.0873
H 0.27 -1.01 -1.42  0.0867
H -2.49 1.86 -1.40  0.1579
H -4.72 0.66 -1.41  0.1423
H -4.91 -1.37 0.23  0.1086
H -3.11 -2.13 1.48  0.0967
H -0.91 -0.99 1.72  0.1574
H 1.55 2.06 1.50  0.1297

Computed properties:
- SMILES string = Cc1ccc(Oc2ccccc2)cn1
- 2S+1 = 1
- gap between HOMO and LUMO (eV) = 9.18
- HOMO energy (eV) = -8.3
- net charge = 0
- lowest unoccupied orbital energy (eV) = 0.844

=====

<C>
DFT (the ωB97M-V functional and the def2-TZVPD basis) results for an isolated molecule of C12H11NO.

Last column: Löwdin charge in e.
Atoms and positions in Å:
O -0.73 -2.16 0.05  0.0264
C -0.32 -1.05 -0.55  -0.2730
C 1.07 -0.59 -0.21  -0.0821
C 2.29 -1.30 -0.08  -0.0209
C 3.47 -0.63 0.10  -0.1239
C 3.47 0.74 0.37  -0.0895
C 2.29 1.48 0.14  -0.0226
C 1.11 0.80 -0.14  -0.2339
N -0.14 1.35 -0.35  0.0931
C -1.17 0.33 -0.15  -0.3445
C -1.91 0.13 1.12  -0.0613
C -3.21 0.05 0.93  -0.0625
C -3.44 0.23 -0.48  -0.0625
C -2.31 0.52 -1.17  0.0304
H -1.01 -1.98 0.97  0.1132
H -0.49 -1.28 -1.53  0.1296
H 2.29 -2.38 -0.21  0.1161
H 4.45 -1.06 0.04  0.0968
H 4.46 1.18 0.36  0.0997
H 2.40 2.59 0.13  0.1175
H -0.55 2.22 -0.01  0.1538
H -1.42 0.44 2.12  0.1551
H -3.90 -0.09 1.62  0.0689
H -4.40 -0.02 -0.87  0.0942
H -2.28 0.47 -2.20  0.0818

Computed properties:
- SMILES string = O[C@@H]1c2ccccc2NC12C=CC=C2
- 2S+1 = 1
- gap between HOMO and LUMO (eV) = 8.24
- HOMO energy (eV) = -7.8
- net charge = 0
- lowest unoccupied orbital energy (eV) = 0.429

=====

<B> ends up most stable, edging out the next structure by 0.538 eV.